# 1
# C35H40N4P2Pb

C35H40N4P2Pb as an isolated structure at a distorted geometry (ωB97M-V with the def2-TZVPD basis set, the Open Molecules 2025 dataset).

XYZ file:
```
82
Properties=species:S:1:pos:R:3:forces:R:3:lowdin_charge:R:1
Pb 0.0000 0.0000 0.0000 3.058 2.303 0.225 1.290
C 0.4774 -2.1755 0.0162 -0.275 -2.055 1.505 -0.305
C 0.4717 -1.7695 -1.3143 0.524 0.229 -1.389 -0.247
C -0.6594 -2.0231 -2.2973 -0.303 0.165 -0.120 -0.182
C -1.6717 -0.8547 -2.3797 -0.232 -0.279 -0.224 -0.201
C -1.9541 -0.1863 -1.0525 -1.434 -0.225 -1.779 -0.305
C -2.0922 -0.8232 0.1763 -1.195 -0.827 0.818 -0.258
C -2.0600 -2.3282 0.3851 0.196 -0.385 0.022 -0.180
C -0.6537 -2.8659 0.7456 -0.396 -0.464 -0.144 -0.202
C -0.4778 1.9028 0.6832 -1.384 3.233 0.879 -0.297
H 1.4423 -2.2260 0.5172 -0.110 0.049 -0.131 0.106
H 1.4304 -1.5007 -1.7517 -0.080 -0.347 0.022 0.105
H -1.1721 -2.9533 -2.0374 0.147 0.114 0.006 0.103
H -0.2291 -2.1779 -3.2921 0.006 0.022 0.124 0.109
H -1.2705 -0.0880 -3.0512 -0.068 -0.149 0.096 0.115
H -2.6095 -1.2068 -2.8362 0.058 -0.097 -0.038 0.106
H -2.3096 0.8401 -1.1240 0.075 -0.143 0.011 0.108
H -2.5175 -0.2393 0.9892 -0.086 -0.061 -0.155 0.107
H -2.4432 -2.8323 -0.5064 -0.032 0.052 0.153 0.102
H -2.7462 -2.5822 1.1998 0.056 0.010 -0.136 0.115
H -0.4856 -2.7209 1.8181 -0.026 -0.009 -0.167 0.116
H -0.6143 -3.9518 0.5692 -0.083 -0.049 0.071 0.111
H 0.1129 2.1678 1.5660 -0.349 -0.208 -0.410 -0.017
H -1.5441 1.9897 0.9284 0.023 0.105 -0.116 0.011
H -0.2435 2.6281 -0.1070 -0.165 -0.102 0.129 0.011
P -5.1660 -1.5729 -6.9973 -0.790 -0.035 0.369 1.030
P -2.4402 -3.1528 -7.3940 0.501 -0.124 -0.446 1.014
N -6.4656 -1.8267 -5.8588 0.009 -0.093 0.074 -0.278
N -5.9162 -0.6242 -8.2382 -0.048 0.073 -0.142 -0.273
N -2.5314 -4.5699 -6.4007 0.027 -0.121 0.012 -0.267
N -1.1294 -3.5237 -8.4864 0.036 -0.083 -0.156 -0.281
C -5.1891 -3.2332 -7.8189 -0.026 0.041 -0.200 -0.385
C -3.8580 -3.4849 -8.5392 -0.136 -0.231 0.211 -0.388
C -6.2116 -1.8389 -4.4876 -0.508 -0.188 -0.305 -0.160
C -7.3191 -2.3382 -3.8452 0.267 0.175 -0.265 -0.100
C -8.2899 -2.6455 -4.8475 0.189 0.148 -0.338 -0.095
C -7.7430 -2.3328 -6.0707 0.271 0.015 0.607 -0.138
C -5.6517 0.7421 -8.3492 -0.375 -0.338 -0.313 -0.152
C -6.4368 1.2592 -9.3474 0.198 -0.192 0.268 -0.096
C -7.2174 0.1855 -9.8756 0.110 -0.302 0.197 -0.091
C -6.8882 -0.9539 -9.1847 0.232 0.599 0.069 -0.147
C -2.0567 -4.5521 -5.0878 -0.239 -0.456 -0.315 -0.147
C -2.1684 -5.8153 -4.5659 0.012 0.351 -0.188 -0.091
C -2.7274 -6.6489 -5.5827 -0.070 0.221 -0.287 -0.087
C -2.9390 -5.8725 -6.6946 0.209 0.179 0.571 -0.151
C -0.8041 -4.7257 -9.1047 0.195 0.561 -0.272 -0.138
C 0.1001 -4.4622 -10.1076 -0.217 -0.005 0.317 -0.096
C 0.3344 -3.0527 -10.1236 -0.240 0.039 0.326 -0.101
C -0.4286 -2.4998 -9.1232 -0.013 -0.592 -0.055 -0.163
H -6.0370 -3.2433 -8.5136 0.281 -0.320 0.125 0.057
H -5.3542 -4.0212 -7.0787 -0.072 0.277 0.169 0.084
H -3.7684 -4.5232 -8.8793 -0.182 0.243 -0.154 0.064
H -3.7951 -2.8385 -9.4192 0.359 0.016 0.112 0.089
H -5.2608 -1.4885 -4.1135 -0.097 -0.027 -0.009 0.086
H -7.4332 -2.4525 -2.7762 0.022 0.012 -0.141 0.092
H -9.2869 -3.0319 -4.6841 0.140 0.040 -0.028 0.093
H -8.1470 -2.4082 -7.0680 -0.006 0.019 0.095 0.097
H -4.9217 1.2006 -7.6981 -0.083 -0.024 -0.081 0.097
H -6.4480 2.2896 -9.6741 0.004 -0.136 0.049 0.094
H -7.9360 0.2443 -10.6817 0.089 -0.010 0.108 0.096
H -7.2490 -1.9652 -9.2916 -0.022 0.198 -0.026 0.091
H -1.6895 -3.6289 -4.6640 -0.040 -0.098 -0.030 0.078
H -1.8912 -6.1130 -3.5644 -0.029 0.035 -0.126 0.094
H -2.9565 -7.7027 -5.5011 0.030 0.141 -0.012 0.097
H -3.3524 -6.1288 -7.6578 0.053 0.000 0.130 0.100
H -1.2341 -5.6542 -8.7641 0.079 0.054 -0.018 0.094
H 0.5628 -5.2010 -10.7481 -0.069 0.098 0.090 0.093
H 1.0022 -2.5143 -10.7814 -0.091 -0.060 0.087 0.092
H -0.5506 -1.4784 -8.7932 0.054 -0.079 -0.043 0.096
C 1.4996 0.3802 1.5905 2.312 -0.169 1.493 -0.170
C 1.9448 0.9783 2.5653 -0.448 0.409 -0.149 -0.144
C 2.4790 1.6911 3.7301 -0.877 0.256 -0.254 -0.240
C 3.6227 1.1164 4.2565 0.318 0.259 0.797 -0.066
C 4.1705 1.5677 5.4495 -0.117 0.186 -0.132 -0.090
C 3.6424 2.6755 6.1044 -0.120 -0.033 -0.334 -0.106
C 2.5467 3.3507 5.5537 0.008 -0.853 -0.667 -0.088
C 1.9232 2.8367 4.3854 0.688 -0.068 0.473 -0.022
H 4.0623 0.2906 3.7305 0.099 -0.294 -0.053 0.108
H 5.0204 1.0465 5.8585 0.180 -0.012 0.115 0.096
H 4.0998 3.0020 7.0321 -0.101 0.112 -0.082 0.096
H 2.1951 4.2531 6.0561 -0.177 -0.298 -0.296 0.097
H 1.0266 3.3562 4.0393 0.297 -0.397 -0.200 0.103
```
Positions in Å, forces in eV/Å.

Properties
- Total charge: 0
- LUMO level (spin up / spin down): 0.011 / 0.011 Eh
- HOMO-LUMO gap (spin up / spin down): 0.240 / 0.240 hartree
- DFT total energy: -66720.2241 eV
- Energy relative to the best compared isomer or geometry (same formula, charge and spin): 346.62 kJ/mol
- Multiplicity: 1

***

# 2
# C18H14F5IMnN2S

C18H14F5IMnN2S as an isolated structure at a distorted geometry (ωB97M-V with the def2-TZVPD basis set, the Open Molecules 2025 dataset).

XYZ file:
```
42
Properties=species:S:1:pos:R:3:forces:R:3:lowdin_spin:R:1
C -3.3460 2.1348 0.8849 -0.175 -0.143 0.029 0.005
C -2.6278 2.4772 -0.4343 -0.124 0.541 0.063 0.023
H -3.7384 1.1005 0.8389 0.100 1.136 0.191 0.003
H -4.2041 2.8159 0.9913 0.324 -0.158 0.174 0.000
H -2.7206 2.2011 1.7970 -0.137 0.062 -0.595 0.001
H -2.1706 1.6195 -0.9699 -0.190 0.297 0.306 0.012
H -3.3572 2.8984 -1.1329 0.028 -0.258 -0.082 0.001
H -1.8730 3.2634 -0.3231 0.075 -0.286 0.123 0.000
C -0.1444 -3.0417 0.3987 -0.326 0.238 -0.868 0.014
C 0.1343 -4.3905 0.1732 0.086 0.358 -0.249 0.001
C 0.5251 -4.7913 -1.1105 -0.004 0.322 -0.048 0.006
C 0.6586 -3.8346 -2.1205 -0.543 0.717 0.234 0.001
H -0.3572 -2.6131 1.3783 -0.100 -0.361 -0.168 0.002
H 0.0442 -5.0874 1.0003 0.157 0.041 -0.194 0.000
H 0.7504 -5.8323 -1.3366 0.001 0.225 0.194 0.000
H 1.0684 -4.0491 -3.1121 -0.321 -0.286 0.558 0.000
N -0.2027 -2.1496 -0.6112 1.376 -1.934 -0.661 0.047
C 0.2268 -2.5202 -1.8530 0.016 -1.047 1.477 0.011
C 0.4111 -1.4151 -2.7939 0.375 1.613 -0.347 0.011
N -0.0495 -0.1924 -2.3852 0.786 -0.278 -0.647 0.036
C 0.3862 0.9263 -3.0029 -0.149 -1.045 0.120 0.013
C 1.6461 -0.3920 -4.5810 -0.370 0.180 0.261 0.008
C 1.2302 0.8513 -4.1038 -0.001 0.061 0.027 0.000
H 0.0770 1.8725 -2.5517 0.035 -0.296 -0.279 0.001
H 1.5750 1.7748 -4.5468 0.028 -0.059 -0.116 0.000
C 1.2459 -1.5392 -3.9080 -0.263 0.209 0.279 0.000
H 1.6293 -2.5164 -4.1794 -0.055 0.263 -0.127 0.000
H 2.2922 -0.4672 -5.4481 -0.004 0.058 0.113 0.000
Mn -0.9885 -0.2421 -0.4436 0.115 0.948 0.883 4.628
I -3.3566 -1.1271 0.0482 -0.497 -1.030 -0.202 0.086
F 1.2632 2.8445 6.2257 0.180 -0.471 -0.836 0.001
C 1.3014 2.3586 4.9628 0.206 -0.156 -0.098 0.002
C 1.2899 0.9776 4.7100 -0.085 0.507 0.159 0.000
F 1.3400 0.1498 5.7763 -0.163 0.166 -0.693 0.000
C 1.2035 0.5028 3.3959 -0.186 0.305 0.181 0.004
F 1.1104 -0.8444 3.2523 0.050 0.819 -0.110 0.002
C 1.1543 1.3714 2.2651 0.017 -0.038 2.078 0.015
S 0.9505 0.7338 0.6750 0.265 0.041 -0.916 0.059
C 1.3338 2.7405 2.5803 -0.186 -0.323 -0.263 0.005
F 1.4089 3.6351 1.5785 -0.112 -0.183 0.274 0.001
C 1.3908 3.2356 3.8864 -0.163 -0.093 0.064 0.000
F 1.4893 4.5604 4.1295 -0.064 -0.661 -0.290 0.000
```
Positions in Å, forces in eV/Å.

Properties
- Total charge: 0
- <S²>: 8.760
- LUMO level (spin up / spin down): -0.046 / -0.051 Eh
- HOMO-LUMO gap (spin up / spin down): 0.237 / 0.241 hartree
- DFT total energy: -85717.9062 eV
- Energy relative to the best compared isomer or geometry (same formula, charge and spin): 31.64 kJ/mol
- Multiplicity: 6

***

# 3
# C2HNOS

One molecule with the formula C2HNOS at a distorted geometry (ωB97M-V with the def2-TZVPD basis set, the Open Molecules 2025 dataset).

XYZ file:
```
6
Properties=species:S:1:pos:R:3:forces:R:3:lowdin_charge:R:1
N -2.3365 -0.6829 -0.0275 -0.163 0.029 -0.003 0.205
C -1.2702 -0.2607 0.0196 -0.726 -0.605 0.244 -0.233
C 0.0470 0.2435 0.0648 3.713 0.707 -1.004 -0.856
O 0.1725 1.6018 -0.0393 0.260 -1.699 0.307 0.011
S 1.4386 -0.6132 -0.0077 -1.339 -0.082 0.296 0.796
H -0.7034 1.8790 0.1237 -1.745 1.650 0.160 0.076
```
Positions in Å, forces in eV/Å.

Properties
- Total charge: 0
- SMILES: N#CC(O)=S
- LUMO level: -0.054 Eh
- HOMO-LUMO gap: 0.309 hartree
- DFT total energy: -16461.4770 eV
- Energy relative to the best compared isomer or geometry (same formula, charge and spin): 101.94 kJ/mol
- Multiplicity: 1

***

# 4
# C5H9N

One molecule with the formula C5H9N at a distorted geometry (ωB97M-V with the def2-TZVPD basis set, the Open Molecules 2025 dataset).

XYZ file:
```
15
Properties=species:S:1:pos:R:3:forces:R:3:lowdin_charge:R:1
C -1.4810 -1.9420 -1.2691 -0.170 0.011 1.246 -0.103
C -0.4647 -1.1435 -0.5193 1.524 0.027 -0.115 -0.188
C -0.5409 -0.5268 0.6661 -1.397 -0.149 -0.045 -0.143
C 0.1185 0.7350 1.0400 2.317 -1.685 0.466 -0.109
C 1.2659 1.1708 0.4405 -1.340 0.161 0.752 -0.219
N 1.5750 2.5502 0.4780 0.130 -0.742 0.994 0.004
H -2.1906 -2.3647 -0.5501 0.000 -0.290 -0.228 0.074
H -1.0130 -2.7079 -1.8802 -0.167 -0.113 -0.050 0.067
H -2.0701 -1.2651 -1.8869 0.115 0.002 -0.294 0.076
H 0.5085 -1.0486 -1.0090 -0.380 0.492 -0.512 0.096
H -1.4303 -0.7731 1.2518 0.044 0.235 0.076 0.096
H -0.0089 1.0568 2.0756 -1.353 1.151 -0.616 0.107
H 1.9682 0.3833 0.1696 -0.096 0.348 -1.461 0.109
H 1.9331 2.8637 1.3648 0.290 0.558 -0.326 0.070
H 1.8305 3.0120 -0.3718 0.484 -0.007 0.112 0.063
```
Positions in Å, forces in eV/Å.

Properties
- Total charge: 0
- SMILES: C/C=C/C=C/N
- LUMO level: 0.020 Eh
- HOMO-LUMO gap: 0.298 hartree
- DFT total energy: -6817.9942 eV
- Energy relative to the best compared isomer or geometry (same formula, charge and spin): 289.53 kJ/mol
- Multiplicity: 1

***

# 5
# C4H7NO

One molecule with the formula C4H7NO at a distorted geometry (ωB97M-V with the def2-TZVPD basis set, the Open Molecules 2025 dataset).

XYZ file:
```
13
Properties=species:S:1:pos:R:3:forces:R:3:lowdin_charge:R:1
C 0.5834 0.7182 1.3692 0.033 -0.238 -0.120 -0.065
C -0.5955 0.6434 0.4355 0.271 -0.374 -0.083 -0.209
C -0.6540 0.4848 -1.0052 0.030 0.522 -0.347 -0.177
N -0.7807 -0.7993 -0.3161 0.347 0.013 -0.084 0.007
C 0.3018 -1.6324 -0.8573 -0.001 0.346 0.140 -0.286
O 1.1844 -1.2726 -1.6098 -0.633 -0.092 0.728 0.016
H 0.2649 0.1890 2.2742 0.281 0.029 -0.049 0.081
H 0.8680 1.7326 1.6871 -0.249 -0.176 -0.387 0.083
H 1.4478 0.2100 0.9447 0.104 0.085 0.067 0.075
H -1.4676 1.1781 0.8660 0.028 -1.387 -0.142 0.137
H -1.5914 0.7622 -1.4773 0.222 0.306 -0.155 0.114
H 0.2542 0.5091 -1.5902 -0.090 0.563 -0.197 0.099
H 0.1846 -2.7230 -0.7207 -0.342 0.404 0.628 0.125
```
Positions in Å, forces in eV/Å.

Properties
- Total charge: 0
- SMILES: C[C@H]1CN1C=O
- LUMO level: 0.035 Eh
- HOMO-LUMO gap: 0.386 hartree
- DFT total energy: -7796.7779 eV
- Energy relative to the best compared isomer or geometry (same formula, charge and spin): 276.58 kJ/mol
- Multiplicity: 1

***

# 6
# C3H3N5O2S

One molecule with the formula C3H3N5O2S at a distorted geometry (ωB97M-V with the def2-TZVPD basis set, the Open Molecules 2025 dataset).

XYZ file:
```
14
Properties=species:S:1:pos:R:3:forces:R:3:lowdin_charge:R:1
C 1.1225 -0.8802 0.3019 -1.755 0.586 -0.170 -0.308
C 2.8781 0.3502 0.3165 2.058 -0.100 -0.320 0.077
C 0.1754 0.2643 0.0725 -0.929 -1.693 -0.149 -0.258
N 1.4273 -1.9569 0.5832 -0.234 -0.177 -0.147 0.181
N 2.6018 1.4215 -0.1051 -0.816 0.694 1.056 0.010
N 0.3044 1.5057 -0.0009 -0.307 0.332 -0.233 0.054
N 1.4402 2.1578 -0.1577 0.302 -1.415 -1.234 -0.018
N -1.7210 -1.7450 -0.2417 1.605 -0.589 -1.407 -0.067
O -2.3375 0.1432 1.0790 -0.199 0.586 0.235 -0.285
O -2.0758 0.4345 -1.3900 0.436 0.313 0.139 -0.279
S -1.6794 -0.1451 -0.1495 0.706 -0.712 0.211 0.592
H 1.4554 3.0020 0.3242 0.328 1.781 0.663 0.132
H -2.3705 -2.2383 0.2979 -0.875 -0.403 1.135 0.065
H -1.2210 -2.3137 -0.9304 -0.321 0.798 0.220 0.104
```
Positions in Å, forces in eV/Å.

Properties
- Total charge: 0
- LUMO level: -0.028 Eh
- HOMO-LUMO gap: 0.353 hartree
- DFT total energy: -25533.9191 eV
- Energy relative to the best compared isomer or geometry (same formula, charge and spin): 133.16 kJ/mol
- Multiplicity: 1

***

Question: The highest energy relative to the best compared isomer or geometry (same formula, charge and spin) belongs to which entry?
Answer: C35H40N4P2Pb

***

Question: What is the formula in the sixth record?
Answer: C3H3N5O2S